# 1
Molecular formula: C10H17BF7GaNO6SSiZr
Method: DFT, ωB97M-V/def2-TZVPD

```
! wB97M-V def2-TZVPD RIJCOSX def2/J DEFGRID3
* xyz 3 1
H -2.68 1.81 -1.57
F 1.74 3.81 0.49
C -1.22 -1.92 -0.57
Ga 1.69 -1.31 -0.23
C -3.52 1.47 -0.98
F 1.20 5.60 -1.49
O 2.53 1.06 1.36
C -4.26 -1.39 0.13
Zr 4.46 0.50 -2.46
H 0.15 -2.98 3.80
H -3.81 2.29 -0.33
O -1.51 -0.51 -0.61
H -1.95 -0.30 2.25
O 1.68 -1.23 3.48
O 0.16 1.12 1.20
C 2.25 -2.55 1.30
F 3.10 4.63 -1.59
N 3.75 -3.47 -2.19
F -0.06 3.56 -0.65
H -3.97 -2.17 0.83
H 3.30 -2.30 1.46
H -4.37 -1.90 -0.83
H -5.21 -0.95 0.40
B 1.40 -2.23 2.62
O 0.35 -3.06 2.86
H -1.97 -2.45 -1.15
H 0.27 -3.29 -1.14
F 1.00 1.48 -1.99
F 1.48 4.07 -2.95
C 3.49 -2.37 -1.88
C 1.26 3.45 -0.67
O 3.22 -1.17 -1.47
C -2.59 0.50 1.90
H 2.14 -3.57 0.97
H 0.10 -1.91 -2.25
H -4.36 1.20 -1.63
Si -2.98 -0.04 0.01
H -3.53 0.52 2.43
H 2.60 -0.97 3.46
H -1.30 -2.32 0.44
F 2.99 1.92 -1.25
C 1.80 4.46 -1.73
S 1.39 0.84 0.51
H -2.09 1.45 1.83
C 1.63 1.99 -0.95
C 0.11 -2.22 -1.21
*
```

Values from the calculation:
F_max in eV/Å: 3.394
HOMO level in eV: -18.4247
Molar mass in g/mol: 612.15


# 2
Molecular formula: C10H17BrF6O5P
Method: DFT, ωB97M-V/def2-TZVPD

```
! wB97M-V def2-TZVPD RIJCOSX def2/J DEFGRID3
* xyz -1 1
H -0.37 5.58 0.44
F -1.51 -6.09 0.14
C -0.75 -5.13 -0.43
H -1.35 3.42 1.14
F 3.02 5.49 -2.81
H 0.39 3.45 1.50
C 1.44 4.04 -1.74
H 2.80 -1.92 1.70
H -2.89 -0.76 -2.88
F 3.75 4.29 -1.17
C -1.42 -2.34 -2.76
C -0.32 0.38 3.15
O -0.83 -3.19 -1.77
H 0.08 -1.41 4.55
C -0.35 3.45 0.70
C -0.19 4.69 -0.17
O 0.66 3.31 -2.29
P 1.58 -1.66 2.45
H -0.96 -1.74 3.06
H -0.62 -1.72 -3.16
H 0.98 -2.93 2.03
O 1.15 4.79 -0.66
H 1.03 -1.06 1.25
H -0.20 2.54 0.12
H -2.09 -0.90 -1.30
O -2.57 -4.61 -1.95
H -3.32 -2.06 -1.76
F 3.31 3.36 -3.07
C -2.49 -1.46 -2.15
O -0.61 0.78 1.99
F 0.31 -5.77 -0.98
Br -0.33 1.78 4.58
H -0.91 4.71 -0.99
C -1.52 -4.31 -1.46
H -1.81 -2.93 -3.60
C 2.88 4.29 -2.19
H 2.15 -2.39 3.57
F -0.27 -4.38 0.57
C -0.02 -1.18 3.44
H 2.18 -0.41 2.91
*
```

Values from the calculation:
F_max in eV/Å: 5.367
HOMO level in eV: -3.5395
Molar mass in g/mol: 442.11


# 3
Molecular formula: C10H17Cl2HfN
Method: DFT, ωB97M-V/def2-TZVPD

```
! wB97M-V def2-TZVPD RIJCOSX def2/J DEFGRID3
* xyz 0 1
C 0.77 1.29 1.73
H -3.53 -0.03 3.14
H 0.91 -1.97 0.54
H -1.63 -0.63 -2.42
H 1.20 3.28 -0.16
H 1.57 2.80 2.88
H -1.74 -2.95 -2.52
C 1.12 3.59 0.89
H -2.57 -1.08 4.26
H -0.61 -3.54 -0.62
H 0.35 0.77 -2.61
C -2.66 -0.69 3.23
C 0.03 -2.92 -1.25
H 0.08 3.86 1.09
H 2.63 2.16 1.60
C 0.84 -0.61 -1.04
H 0.88 -3.56 -1.52
C -0.71 -2.56 -2.56
H 1.73 4.49 1.02
Cl -2.80 -1.13 -0.13
Cl -0.65 -3.26 2.31
C 0.54 -1.72 -0.47
H 1.33 -0.59 -3.13
H -0.21 -3.09 -3.38
C 1.59 2.46 1.83
Hf -1.41 -1.16 1.72
H 1.43 0.16 -0.53
C 0.50 -0.31 -2.47
H -0.91 -0.96 -3.99
C -0.76 -1.07 -2.91
N 0.04 0.38 1.72
*
```

Values from the calculation:
Energy above the lowest of the compared OMol25 structures with the same formula, charge and spin in eV: 0.830
F_max in eV/Å: 4.419
HOMO level in eV: -6.5408
Molar mass in g/mol: 400.65